{
  "formula": "C8H17NO4Si",
  "method": "the ωB97M-V functional and the def2-TZVPD basis",
  "symbols": ["C", "O", "C", "O", "C", "C", "N", "C", "O", "H", "H", "H", "H", "H", "H", "H", "C", "Si", "C", "C", "O", "H", "H", "H", "H", "H", "H", "H", "H", "H", "H"],
  "positions_angstrom": [[4.67, -0.47, 0.93], [3.29, -0.33, 0.53], [2.79, 0.78, 0.07], [3.26, 1.88, 0.13], [1.50, 0.67, -0.63], [0.92, 1.74, -1.38], [0.95, -0.44, -0.62], [1.16, -1.64, -0.06], [1.57, -2.69, -0.54], [4.81, 0.15, 1.87], [5.48, -0.03, 0.27], [4.85, -1.54, 1.01], [0.32, 2.31, -0.68], [1.61, 2.47, -1.79], [0.27, 1.43, -2.11], [0.66, -1.58, 1.07], [-4.04, 0.93, -0.23], [-2.40, -0.22, -0.13], [-1.56, 0.63, 1.33], [-2.55, -2.05, 0.08], [-1.65, -0.04, -1.52], [-4.66, 0.59, 0.60], [-3.75, 1.95, -0.14], [-4.52, 0.89, -1.23], [-1.47, 1.64, 1.18], [-1.97, 0.54, 2.30], [-0.56, 0.44, 1.51], [-3.56, -2.44, 0.10], [-2.22, -2.48, -0.90], [-2.14, -2.45, 0.98], [-1.03, -0.65, -2.00]],
  "homo_ev": -9.70,
  "de_lowest_ev": 3.677,
  "charge": 0,
  "e_lumo_ev": -0.18,
  "spin_multiplicity": 1,
  "total_energy_ha": -960.221369,
  "largest_force_ev_per_a": 3.7,
  "orbital_gap_ev": 9.52
}


{
  "formula": "C2H3N2O2S",
  "method": "the ωB97M-V functional and the def2-TZVPD basis",
  "symbols": ["C", "C", "N", "N", "O", "O", "S", "H", "H", "H"],
  "positions_angstrom": [[0.29, -1.76, 0.04], [1.28, 0.41, -0.18], [-0.24, -2.75, 0.47], [0.57, -0.69, -0.66], [-1.47, 1.44, 1.09], [-2.61, 0.96, -0.96], [-2.12, 0.38, 0.28], [1.50, 0.77, -1.17], [0.65, 1.05, 0.48], [2.14, 0.20, 0.61]],
  "homo_ev": [-3.27, -3.27],
  "de_lowest_ev": 1.229,
  "charge": -1,
  "e_lumo_ev": [2.79, 2.78],
  "spin_multiplicity": 1,
  "total_energy_ha": -736.178035,
  "largest_force_ev_per_a": 3.2,
  "orbital_gap_ev": [6.05, 6.05]
}


{
  "formula": "C2H4NOS",
  "method": "the ωB97M-V functional and the def2-TZVPD basis",
  "symbols": ["C", "C", "N", "O", "S", "H", "H", "H", "H"],
  "positions_angstrom": [[-0.10, -0.42, 0.48], [-0.80, 0.64, -0.37], [1.02, -0.54, -0.43], [2.26, -1.13, 0.22], [0.83, 1.27, -0.92], [0.16, -0.01, 1.47], [-0.61, -1.38, 0.62], [-1.33, 0.20, -1.22], [-1.42, 1.37, 0.14]],
  "homo_ev": [-2.21, -2.21],
  "de_lowest_ev": 1.513,
  "charge": -1,
  "e_lumo_ev": [3.82, 3.82],
  "spin_multiplicity": 1,
  "total_energy_ha": -606.681408,
  "largest_force_ev_per_a": 4.3,
  "orbital_gap_ev": [6.02, 6.02]
}


{
  "formula": "C4H28NO11",
  "method": "the ωB97M-V functional and the def2-TZVPD basis",
  "symbols": ["O", "C", "C", "N", "C", "C", "O", "H", "H", "H", "H", "H", "H", "H", "H", "H", "H", "H", "H", "O", "H", "H", "O", "H", "H", "O", "H", "H", "O", "H", "H", "O", "H", "H", "O", "H", "H", "O", "H", "H", "O", "H", "H", "O"],
  "positions_angstrom": [[2.62, -1.35, 2.43], [2.32, -1.29, 1.11], [0.81, -1.16, 0.87], [0.02, -0.97, 2.16], [-1.24, -1.72, 2.15], [0.56, 0.05, 0.01], [3.14, -1.21, 0.25], [3.36, -0.79, 2.70], [0.40, -2.09, 0.47], [-0.20, 0.03, 2.17], [0.58, -1.18, 2.99], [-1.77, -1.57, 3.09], [-1.20, -2.78, 1.94], [-1.92, -1.16, 1.50], [-0.21, -0.02, -0.75], [0.36, 0.98, 0.56], [1.45, 0.46, -0.45], [-0.12, -0.63, -2.61], [-1.40, -0.43, -3.45], [-1.08, -0.57, -2.54], [-0.52, 3.61, 0.04], [-0.77, 4.14, -1.37], [-0.95, 3.39, -0.80], [3.03, -1.00, -3.08], [2.84, -0.85, -1.55], [2.37, -0.80, -2.41], [-3.50, 1.69, 0.18], [-2.63, 2.90, 0.29], [-3.31, 2.43, 0.79], [-2.25, 1.12, 3.46], [-2.61, 1.55, 2.00], [-2.04, 0.92, 2.54], [-3.71, -0.92, -0.48], [-2.71, -0.41, -1.54], [-3.23, -0.13, -0.76], [3.96, 1.26, -0.55], [2.91, 2.43, -0.38], [3.27, 1.62, 0.01], [1.97, 1.51, -2.62], [0.49, 1.69, -2.16], [1.36, 2.12, -2.19], [-0.12, -3.20, -1.98], [-0.25, -4.32, -0.96], [-0.09, -3.37, -1.04]],
  "homo_ev": -13.78,
  "de_lowest_ev": 1.915,
  "charge": 1,
  "e_lumo_ev": -2.45,
  "spin_multiplicity": 1,
  "total_energy_ha": -1051.398087,
  "largest_force_ev_per_a": 2.1,
  "orbital_gap_ev": 11.33
}


{
  "formula": "C3H4O3Sc",
  "method": "the ωB97M-V functional and the def2-TZVPD basis",
  "symbols": ["C", "O", "C", "C", "O", "O", "H", "H", "H", "H", "Sc"],
  "positions_angstrom": [[0.66, 1.73, 0.69], [-0.78, -0.50, 1.71], [0.46, -0.42, 1.79], [-0.40, 1.88, -0.35], [1.13, 0.40, 0.91], [1.22, -1.04, 2.57], [1.57, 2.29, 0.39], [-0.29, 2.85, -0.87], [0.35, 2.16, 1.66], [-3.64, -0.23, -1.02], [-2.14, 0.64, -0.63]],
  "s_squared": 0.7527,
  "homo_ev": [-8.48, -8.48],
  "de_lowest_ev": 3.475,
  "charge": 0,
  "e_lumo_ev": [-2.30, -2.47],
  "spin_multiplicity": 2,
  "total_energy_ha": -1102.950871,
  "largest_force_ev_per_a": 3.8,
  "orbital_gap_ev": [6.18, 6.01]
}


{
  "formula": "C23H49ClN2O4",
  "method": "the ωB97M-V functional and the def2-TZVPD basis",
  "symbols": ["C", "C", "O", "C", "O", "C", "C", "C", "C", "Cl", "C", "C", "C", "C", "N", "O", "C", "C", "C", "C", "H", "H", "H", "H", "H", "H", "H", "H", "H", "H", "H", "H", "H", "H", "H", "H", "H", "H", "H", "H", "H", "H", "H", "H", "H", "H", "H", "H", "H", "C", "C", "N", "C", "C", "C", "C", "C", "O", "C", "H", "H", "H", "H", "H", "H", "H", "H", "H", "H", "H", "H", "H", "H", "H", "H", "H", "H", "H", "H"],
  "positions_angstrom": [[-4.61, -0.83, -0.36], [-3.43, -1.76, 0.11], [-3.67, -3.03, -0.52], [-2.13, -1.15, -0.51], [-0.92, -1.74, -0.08], [-0.61, -1.58, 1.30], [-1.15, -0.29, 1.99], [-0.73, -0.11, 3.49], [0.04, 1.22, 3.76], [1.37, 1.55, 2.57], [0.97, -1.52, 1.35], [1.67, -2.85, 0.91], [3.17, -2.73, 1.39], [1.77, -3.01, -0.66], [1.05, -4.10, 1.42], [1.95, -4.89, 1.93], [0.05, -3.87, 2.49], [-0.70, -5.26, 2.69], [0.70, -3.57, 3.90], [-1.07, -2.84, 2.12], [-5.37, -1.46, -0.85], [-4.22, -0.06, -1.05], [-5.11, -0.37, 0.52], [-3.40, -1.83, 1.21], [-2.87, -3.27, -0.99], [-2.21, -1.39, -1.59], [-2.14, -0.03, -0.48], [-0.80, 0.58, 1.39], [-2.26, -0.21, 1.99], [-1.60, -0.12, 4.17], [-0.08, -0.94, 3.82], [-0.69, 2.04, 3.85], [0.53, 1.12, 4.75], [1.28, -0.74, 0.63], [1.35, -1.26, 2.35], [3.27, -2.70, 2.48], [3.81, -3.48, 0.91], [3.52, -1.74, 1.01], [0.79, -3.34, -1.04], [2.50, -3.82, -0.82], [2.14, -2.08, -1.13], [-0.54, -5.86, 1.77], [-1.80, -5.11, 2.76], [-0.36, -5.80, 3.58], [0.98, -4.48, 4.44], [1.58, -2.90, 3.83], [-0.05, -3.01, 4.51], [-1.61, -2.61, 3.06], [-1.80, -3.40, 1.49], [1.14, 1.91, -4.45], [0.17, 2.34, -3.37], [0.78, 2.46, -1.98], [1.32, 1.10, -1.59], [-0.32, 2.75, -0.97], [-1.04, 4.07, -1.10], [1.96, 3.42, -1.89], [1.76, 4.85, -2.39], [1.40, 4.87, -3.75], [0.77, 6.08, -4.16], [1.49, 0.88, -4.30], [0.64, 1.93, -5.41], [2.02, 2.55, -4.52], [-0.64, 1.61, -3.29], [-0.29, 3.29, -3.62], [0.52, 0.36, -1.71], [1.64, 1.15, -0.55], [2.16, 0.85, -2.23], [0.14, 2.67, 0.02], [-1.04, 1.93, -1.07], [-0.49, 4.87, -0.60], [-2.00, 4.01, -0.58], [-1.25, 4.37, -2.12], [2.76, 2.96, -2.46], [2.25, 3.44, -0.84], [2.72, 5.37, -2.28], [1.04, 5.39, -1.78], [0.88, 6.88, -3.42], [-0.29, 5.89, -4.34], [1.23, 6.41, -5.10]],
  "s_squared": 0.7539,
  "homo_ev": [-10.72, -11.38],
  "charge": 1,
  "e_lumo_ev": [-2.27, -2.27],
  "spin_multiplicity": 2,
  "total_energy_ha": -1776.038873,
  "largest_force_ev_per_a": 3.1,
  "orbital_gap_ev": [8.46, 9.11]
}